a | 9
Properties=species:S:1:pos:R:3:lowdin_charge:R:1 method="wB97M-V/def2-TZVPD" homo_lumo_gap_ev="7.8 / 6.5" homo_ha="-0.50838 / -0.49511" lumo_energy_ev="-5.990 / -7.002" charge=+1
C 0.53229 0.76896 0.43120 -0.040
C 1.07888 1.64478 1.07317 -0.600
C -0.62622 -0.90241 -1.22222 0.170
N -0.20266 -0.39855 0.10941 0.034
S 1.79020 2.83559 1.92372 0.876
H -1.69352 -1.10240 -1.34929 0.102
H 0.15627 -1.44370 -1.81659 0.117
H 0.16071 -1.17783 0.53960 0.151
H -1.19596 -0.22444 0.31101 0.190

---

b | 9
Properties=species:S:1:pos:R:3:lowdin_charge:R:1 method="wB97M-V/def2-TZVPD" homo_lumo_gap_ev="8.9 / 8.9" homo_ha="-0.57455 / -0.57454" lumo_energy_ev="-6.713 / -6.714" charge=+1
C 0.88628 -0.36153 0.05519 -0.666
C -1.22573 -0.93856 -0.11017 0.176
C 0.63416 1.05236 0.17668 -0.274
N -0.02677 -1.22180 0.21203 0.139
S 2.29737 0.39387 -0.10376 1.207
H -1.83300 -1.67542 0.32435 0.107
H -1.52188 -0.51991 -0.99524 0.103
H 0.26345 1.59275 -0.65003 0.082
H 0.52613 1.67824 1.09095 0.125

---

c | 9
Properties=species:S:1:pos:R:3:lowdin_charge:R:1 method="wB97M-V/def2-TZVPD" homo_lumo_gap_ev=7.8 homo_ha=-0.50995 lumo_energy_ev=-6.052 charge=+1
C 1.51410 1.24836 0.05913 -0.166
C 2.73713 1.08679 -0.14467 -0.347
C 0.37260 -0.68799 -0.13056 -0.129
N 0.14387 0.75562 0.04460 0.029
S 2.65362 -0.61483 0.03856 0.936
H -0.07254 -1.38182 0.61208 0.107
H 0.33106 -1.34326 -1.01145 0.098
H -0.38499 0.94162 1.00993 0.261
H -0.30846 1.26618 -0.74582 0.211

---

It is c that is the least stable of them.

---

a | 9
Properties=species:S:1:pos:R:3:lowdin_charge:R:1 method="wB97M-V/def2-TZVPD" homo_lumo_gap_ev=9.0 homo_ha=-0.30674 smiles="ON/C=N/S" lumo_energy_ev=0.689 charge=0
O 0.92718 -1.37977 1.73409 -0.086
N -0.29910 -0.75700 1.50368 -0.114
C -0.60931 -0.12430 0.47007 -0.445
N 0.38645 0.00118 -0.39846 -0.368
S -0.24409 1.10499 -1.62881 0.614
H 1.30534 -1.66952 0.68323 0.216
H -0.98228 -1.39073 2.03570 0.191
H -1.58005 0.38018 0.55001 0.123
H 0.78941 2.07495 -1.63768 -0.131

---

b | 9
Properties=species:S:1:pos:R:3:lowdin_charge:R:1 method="wB97M-V/def2-TZVPD" homo_lumo_gap_ev=9.6 homo_ha=-0.33444 lumo_energy_ev=0.482 charge=0
O 1.29932 -1.46575 -0.13698 -0.111
N 1.71965 -0.20773 0.07951 -0.044
C 0.79884 0.66004 0.02758 -0.305
N -0.54557 0.54849 -0.30808 -0.440
S -1.75587 -0.63213 -0.05637 0.735
H 0.41296 -1.50737 -0.66124 0.066
H 1.01745 1.73955 0.25747 0.133
H -1.02259 1.42667 -0.53924 0.070
H -1.92418 -0.56175 1.33735 -0.103

---

It is a that is the least stable of them.

---

a | 9
Properties=species:S:1:pos:R:3:lowdin_charge:R:1 method="wB97M-V/def2-TZVPD" homo_lumo_gap_ev="7.6 / 7.6" homo_ha="-0.29378 / -0.29730" lumo_energy_ev="-0.361 / -0.540" charge=0
C 1.14017 0.04211 0.92778 -0.243
N -1.66817 -0.63833 -2.08633 -0.123
N -0.24311 0.14030 0.57394 -0.481
O -2.24510 -0.24548 -3.00721 -0.047
S -0.80290 1.02619 -0.86650 0.659
H 1.83665 0.93856 0.75285 0.090
H 1.19372 -0.10808 2.04105 0.079
H 1.67960 -0.88596 0.55997 0.076
H -0.89085 -0.26930 1.10445 -0.011

---

b | 9
Properties=species:S:1:pos:R:3:lowdin_charge:R:1 method="wB97M-V/def2-TZVPD" homo_lumo_gap_ev=10.3 homo_ha=-0.35251 smiles="NC(=O)NS" lumo_energy_ev=0.695 charge=0
N -1.05544 -0.24395 -0.55123 0.081
C 0.09988 0.50693 -0.60150 -0.637
O 0.28801 1.45670 -1.40572 0.008
N 1.05688 0.10550 0.35139 -0.403
S 0.71549 -1.15544 1.36468 0.772
H -1.07221 -1.25764 -0.66130 0.085
H -1.72624 0.21927 -1.14040 0.096
H 1.77175 0.82157 0.40365 0.105
H -0.07811 -0.45293 2.24043 -0.105

---

It is a that is the least stable of them.

---

a | 9
Properties=species:S:1:pos:R:3:lowdin_charge:R:1 method="wB97M-V/def2-TZVPD" homo_lumo_gap_ev=9.6 homo_ha=-0.32429 lumo_energy_ev=0.728 charge=0
O 1.55081 -0.72637 -0.28463 -0.187
N 1.49990 0.73187 -0.24058 0.020
C 0.24101 0.82255 0.07129 -0.339
N -0.60085 -0.27821 0.29811 -0.409
S -2.13334 0.00904 -0.37790 0.755
H 2.54099 -0.91353 -0.50528 0.135
H -0.07345 1.85095 -0.12005 0.105
H -0.32528 -1.21167 0.34622 0.051
H -2.69979 -0.28463 0.81282 -0.131

---

b | 9
Properties=species:S:1:pos:R:3:lowdin_charge:R:1 method="wB97M-V/def2-TZVPD" homo_lumo_gap_ev=10.2 homo_ha=-0.35823 smiles="NC(=O)NS" lumo_energy_ev=0.442 charge=0
N -1.97914 -0.64373 0.13228 0.134
C -0.87987 0.16660 -0.06503 -0.747
O -1.00046 1.35853 -0.05742 0.056
N 0.22621 -0.59141 -0.29417 -0.394
S 1.77008 0.02172 0.01884 0.762
H -2.80059 -0.16165 0.45820 0.103
H -1.96369 -1.64921 0.07577 0.089
H 0.22330 -1.66642 -0.23208 0.126
H 1.77302 -0.09205 1.37942 -0.129

---

c | 9
Properties=species:S:1:pos:R:3:lowdin_charge:R:1 method="wB97M-V/def2-TZVPD" homo_lumo_gap_ev=9.5 homo_ha=-0.32688 lumo_energy_ev=0.590 charge=0
O 0.87709 0.32333 2.39062 -0.033
N 0.66309 0.10743 0.95515 -0.086
C -0.57105 -0.37740 0.67450 -0.425
N -1.23973 -0.31406 -0.42079 -0.234
S 0.01009 0.05170 -1.80254 0.662
H 1.69873 -0.17872 2.43935 0.092
H 0.71723 0.88936 0.33668 0.055
H -1.07826 -0.89079 1.58686 0.156
H -1.05307 0.47726 -2.43473 -0.188

---

It is c that is the least stable of them.

---

a | 9
Properties=species:S:1:pos:R:3:lowdin_charge:R:1 method="wB97M-V/def2-TZVPD" homo_lumo_gap_ev=10.6 homo_ha=-0.36391 smiles="NC(=O)NS" lumo_energy_ev=0.693 charge=0
N 0.48571 0.19329 -1.21713 0.142
C -0.25761 0.76941 -0.23805 -0.683
O -1.06425 1.67304 -0.37137 0.040
N -0.06493 0.23481 1.05463 -0.362
S 0.62962 -1.28268 1.36754 0.774
H 1.16570 -0.50799 -1.01611 0.046
H 0.28177 0.50394 -2.16404 0.120
H -0.85522 0.45882 1.65923 0.091
H -0.32080 -2.04264 0.92530 -0.168

---

b | 9
Properties=species:S:1:pos:R:3:lowdin_charge:R:1 method="wB97M-V/def2-TZVPD" homo_lumo_gap_ev=8.6 homo_ha=-0.30327 smiles="NC(=S)NO" lumo_energy_ev=0.364 charge=0
N 0.28600 1.21623 -0.08121 0.091
C 0.81537 0.07524 -0.01224 -1.022
S 2.38753 -0.49886 -0.18348 0.555
N -0.19308 -0.82676 0.23512 -0.145
O -1.38372 -0.64998 -0.44601 -0.058
H -0.77610 1.39272 0.31177 0.206
H 0.60598 2.15347 -0.24898 0.112
H 0.32471 -1.74397 0.28076 0.112
H -2.06667 -1.11810 0.14426 0.150

---

It is b that is the least stable of them.

---

a | 10
Properties=species:S:1:pos:R:3:lowdin_charge:R:1 method="wB97M-V/def2-TZVPD" homo_lumo_gap_ev=10.0 homo_ha=-0.35311 lumo_energy_ev=0.382 charge=0
N -1.75586 -0.26271 -1.62627 0.201
C -1.15723 0.27632 -0.72093 -0.159
C -0.63417 0.85718 0.35672 -0.093
C -0.00851 0.03439 1.38922 -0.342
C 2.04695 -0.55208 -0.61205 0.031
O 0.15149 -1.16881 1.31737 -0.012
O 2.90565 -1.22700 -0.29494 0.055
H -1.29656 -0.49367 -2.50377 0.095
H -0.63046 1.93940 0.43213 0.104
H 0.37870 0.59698 2.26251 0.120

---

b | 10
Properties=species:S:1:pos:R:3:lowdin_charge:R:1 method="wB97M-V/def2-TZVPD" homo_lumo_gap_ev=8.8 homo_ha=-0.36907 lumo_energy_ev=-1.199 charge=0
N 2.05007 -0.39716 0.00512 0.196
C 0.83764 -0.07292 0.00885 -0.429
C -0.32770 -0.99114 0.23040 -0.109
C -1.54830 -0.29341 0.36020 0.119
C -1.07556 1.13202 0.00174 -0.440
O -1.73192 2.11939 -0.09490 0.163
O 0.31774 1.18213 -0.16149 0.094
H 2.65273 0.41541 -0.13280 0.079
H -0.15734 -2.02375 0.52821 0.134
H -1.01736 -1.07058 -0.74533 0.192

---

c | 10
Properties=species:S:1:pos:R:3:lowdin_charge:R:1 method="wB97M-V/def2-TZVPD" homo_lumo_gap_ev=9.8 homo_ha=-0.36510 smiles="O=Cc1ncco1" lumo_energy_ev=-0.171 charge=0
O -1.00935 -1.58734 2.05683 0.084
C -0.47747 -0.51628 1.89162 -0.166
C -0.23713 0.03191 0.54037 -0.333
N 0.28187 1.16559 0.17936 0.146
C 0.52922 1.00293 -1.17022 -0.103
C 0.14382 -0.24412 -1.53854 -0.077
O -0.36553 -0.86505 -0.45735 0.083
H -0.05384 0.07798 2.71653 0.130
H 0.99394 1.76579 -1.77834 0.109
H 0.19447 -0.83141 -2.44026 0.127

---

d | 10
Properties=species:S:1:pos:R:3:lowdin_charge:R:1 method="wB97M-V/def2-TZVPD" homo_lumo_gap_ev=8.9 homo_ha=-0.31043 smiles="O=C=C1N=CCO1" lumo_energy_ev=0.451 charge=0
O -0.79231 -0.13587 -3.13856 0.194
C -0.74825 -0.16945 -1.97316 -0.054
C -0.75749 -0.32734 -0.65065 -0.339
N -1.12474 0.71591 0.23300 0.124
C -0.20037 0.70630 1.11421 -0.105
C 0.88026 -0.30538 0.78353 -0.147
O 0.17050 -1.18866 -0.07600 -0.045
H -0.20537 1.38842 1.95979 0.116
H 1.68059 0.18575 0.19886 0.133
H 1.30920 -0.84576 1.62805 0.124

---

It is b that is the least stable of them.